Density functional theory data (ωB97M-V with the def2-TZVPD basis set) for one molecule with the formula C5H9IO at a distorted geometry.

CARTESIAN COORDINATES (ANGSTROEM)
C (0.8511, -2.2334, -0.4925)
H (1.5445, -2.5738, -1.3004)
H (0.3984, 1.6799, 0.1532)
H (0.0892, 0.8233, -2.1881)
O (-0.2254, -0.2246, 0.3331)
C (0.4077, -0.7590, -0.8328)
H (1.0594, -0.8989, -2.6609)
H (1.5885, -2.0686, 0.2885)
H (-1.6783, 2.4968, 1.5989)
H (0.1725, -3.0999, -0.3168)
C (0.5418, -0.1795, -2.0253)
C (-1.1204, 1.6417, 1.8100)
I (0.4798, 2.0555, 3.2241)
H (-1.8073, 0.9418, 2.2993)
H (-1.6350, 1.2614, -0.2334)
C (-0.6665, 1.1373, 0.3430)

## Properties
DFT total energy in eV: -15476.7705
SMILES: C=C(C)OCCI
HOMO level in eV: -9.15
ΔE to the lowest compared entry with this formula, charge and spin in kJ/mol: 168.53
Molar mass in g/mol: 212.03
LUMO level in eV: 0.46
Orbital gap in eV: 9.610

natural (NBO) population analysis, charges in e, atoms 1 to 2:
1. C -0.67
2. H 0.21

***

Density functional theory data (ωB97M-V with the def2-TZVPD basis set) for a 2-piece molecular cluster, C5H9IO2 overall at a distorted geometry.

CARTESIAN COORDINATES (ANGSTROEM)
C (0.1501, 1.5724, 0.1313)
H (-4.1570, 0.6837, 1.4841)
C (-0.1827, 0.1733, 0.9509)
C (1.9084, 0.3016, -0.6218)
O (1.1232, 1.4231, -0.7860)
I (-4.4137, -0.0250, 0.0823)
H (-1.2311, 0.4936, 1.3193)
H (-1.0651, -0.8631, -0.7278)
H (0.4932, 0.1156, 1.8011)
C (-0.2458, -0.9513, -0.0667)
H (2.4365, 0.1825, 0.2746)
H (-0.4393, -1.8505, 0.4618)
H (1.6795, -1.8176, -0.3701)
O (-0.6145, 2.5187, 0.1886)
H (0.8693, -1.2413, -1.8418)
H (2.5644, 0.3205, -1.4477)
C (1.1247, -1.0362, -0.8320)

## Properties
DFT total energy in eV: -17525.7566
SMILES: O=C1CCCCO1.I
HOMO level in eV: -9.84
ΔE to the lowest compared entry with this formula, charge and spin in kJ/mol: 28.57
Molar mass in g/mol: 228.03
LUMO level in eV: 0.57
Orbital gap in eV: 10.411

natural (NBO) population analysis, charges in e, atoms 1 to 2:
1. C 0.80
2. H 0.10

***

Density functional theory data (ωB97M-V with the def2-TZVPD basis set) for one molecule with the formula C5H9N at a distorted geometry.

CARTESIAN COORDINATES (ANGSTROEM)
H (-0.6281, 0.9619, 0.7736)
H (1.5117, 0.5453, -1.2557)
C (0.4053, -1.0822, -0.1446)
C (1.5506, -0.1696, -0.4379)
H (-0.7972, -0.3977, -1.5860)
C (-2.7051, 0.9258, 0.2169)
N (-0.9033, -0.5628, -0.5872)
C (2.5362, 0.0418, 0.4303)
H (-3.1482, 1.1049, 1.1882)
H (0.4871, -2.0772, -0.5900)
C (-1.4290, 0.4638, 0.2195)
H (0.3358, -1.3170, 0.9202)
H (3.3936, 0.6246, 0.1180)
H (2.5343, -0.3763, 1.4295)
H (-3.1436, 1.3147, -0.6949)

## Properties
DFT total energy in eV: -6817.5817
SMILES: C=CCNC=C
HOMO level in eV: -7.81
ΔE to the lowest compared entry with this formula, charge and spin in kJ/mol: 329.33
Molar mass in g/mol: 83.13
LUMO level in eV: 1.04
Orbital gap in eV: 8.854

natural (NBO) population analysis, charges in e, atoms 1 to 2:
1. H 0.19
2. H 0.20